## i
8
Properties=species:S:1:pos:R:3:lowdin_charge:R:1 method="wB97M-V/def2-TZVPD" e_lumo_ev=4.080 charge=-1
C -2.118 -0.500 0.405 0.024
C -1.159 0.113 -0.014 -0.410
N -0.049 0.606 -0.474 -0.175
O 2.640 0.456 -0.926 -0.547
O 1.849 -1.288 0.484 -0.535
S 1.737 0.155 0.186 0.643
H -2.772 -1.123 0.929 -0.038
H -0.128 1.580 -0.590 0.037

=====

## ii
8
Properties=species:S:1:pos:R:3:lowdin_charge:R:1 method="wB97M-V/def2-TZVPD" smiles="O=[S@@H]([O-])=c1cn1" e_lumo_ev=4.041 charge=-1
O 3.083 0.276 0.683 -0.518
S 1.795 0.077 0.012 0.558
O 1.836 -0.102 -1.451 -0.511
C 0.572 -1.335 0.964 -0.272
C -0.513 -1.406 0.055 -0.371
N 0.349 -2.300 -0.254 0.011
H 1.046 1.506 0.197 0.024
H -1.501 -1.188 -0.336 0.078

=====

Referenced to the most stable arrangement, the calculated values in hartree are i 0.0000; ii 0.1063.

=====

## i
18
Properties=species:S:1:pos:R:3:lowdin_charge:R:1 method="wB97M-V/def2-TZVPD" e_lumo_ev=3.859 charge=-1
C 1.512 -1.286 0.185 -0.259
C 1.053 -0.491 1.445 -0.131
C 0.396 1.017 1.003 -0.657
O -0.449 0.872 0.083 -0.128
O 0.816 1.942 1.682 -0.033
N 0.279 -1.779 -0.576 -0.009
H 2.246 -0.676 -0.314 0.094
H 1.962 -2.157 0.670 0.072
H 0.286 -0.923 2.076 0.079
H 1.760 -0.071 2.148 0.067
H 0.207 -1.163 -1.370 0.031
H -0.460 -1.600 0.093 0.037
H -2.346 0.621 0.265 0.000
H -3.260 0.004 -0.968 0.022
O -3.133 0.136 -0.023 -0.094
H -0.512 1.154 -1.708 -0.019
H 0.212 2.472 -2.416 0.021
O -0.567 1.929 -2.276 -0.093

=====

## ii
18
Properties=species:S:1:pos:R:3:lowdin_charge:R:1 method="wB97M-V/def2-TZVPD" e_lumo_ev=3.632 charge=-1
O -1.021 0.627 -2.130 0.009
C -0.077 0.315 -1.425 -0.585
N -0.104 -0.672 -0.503 0.034
C -1.115 -1.837 -0.593 -0.525
O -0.513 -2.921 -0.158 -0.294
C 1.219 1.108 -1.446 -0.029
H 0.713 -1.169 -0.175 0.112
H -1.581 -1.755 -1.597 0.086
H -1.983 -1.482 0.039 0.080
H 1.840 1.030 -0.562 0.055
H 1.820 0.680 -2.266 0.076
H 1.127 2.162 -1.703 0.069
H 1.209 1.618 2.972 0.024
H 0.197 1.345 1.868 -0.007
O 0.972 1.894 2.082 -0.086
H -0.402 -0.843 1.680 0.024
H -1.416 0.168 1.614 0.042
O -0.883 -0.268 2.302 -0.085

=====

## iii
18
Properties=species:S:1:pos:R:3:lowdin_charge:R:1 method="wB97M-V/def2-TZVPD" e_lumo_ev=3.688 charge=-1
O -0.262 1.049 -2.799 -0.050
C 0.183 0.635 -1.715 -0.599
N -0.434 0.696 -0.546 0.088
C -1.839 1.230 0.055 -0.384
O -1.724 1.298 1.356 -0.257
C 1.563 -0.019 -1.645 -0.024
H -0.049 0.120 0.194 0.078
H -2.493 0.425 -0.282 0.090
H -1.914 2.192 -0.487 0.099
H 2.261 0.800 -1.854 0.074
H 1.787 -0.442 -0.671 0.032
H 1.688 -0.739 -2.447 0.067
H 1.178 -2.354 1.335 0.028
H 1.514 -1.015 1.871 0.024
O 1.834 -1.657 1.218 -0.088
H -1.211 0.077 1.985 -0.021
H -1.357 -1.499 2.112 0.011
O -0.728 -0.797 2.320 -0.168

=====

Referenced to the most stable arrangement, the calculated values in hartree are i 0.0113; ii 0.0201; iii 0.0000.

=====

## i
11
Properties=species:S:1:pos:R:3:lowdin_charge:R:1 method="wB97M-V/def2-TZVPD" smiles="C#CC(=C)Cl.O" e_lumo_ev=0.291
C 0.209 1.154 1.442 0.150
C 0.368 0.589 0.385 -0.175
C 0.817 -0.164 -0.726 -0.797
C 1.041 0.351 -1.901 -0.017
Cl 0.874 -1.877 -0.628 0.706
H -0.067 1.635 2.365 0.065
H 1.338 -0.299 -2.713 0.065
H 0.855 1.430 -2.059 0.095
O -1.909 -1.130 1.657 -0.143
H -1.154 -0.469 1.401 -0.001
H -2.371 -1.220 0.776 0.052

=====

## ii
11
Properties=species:S:1:pos:R:3:lowdin_charge:R:1 method="wB97M-V/def2-TZVPD" smiles="C=CC(=O)CCl" e_lumo_ev=-0.022
C 2.506 -0.941 -0.065 0.063
C 1.182 -0.756 0.207 -0.105
C 0.540 0.605 0.125 -0.481
O 1.126 1.552 -0.313 0.092
C -0.955 0.802 0.398 -0.501
Cl -1.941 -0.558 -0.190 0.568
H 3.181 -0.145 -0.257 0.057
H 2.933 -1.931 -0.024 0.058
H 0.622 -1.646 0.581 0.096
H -1.302 1.695 -0.046 0.061
H -1.077 0.830 1.497 0.091

=====

Referenced to the most stable arrangement, the calculated values in hartree are i 0.0695; ii 0.0000.

=====

## i
15
Properties=species:S:1:pos:R:3:lowdin_charge:R:1 method="wB97M-V/def2-TZVPD" smiles="CC1=C/C(=C/S)C=N1" e_lumo_ev=-0.351
C -3.479 -0.267 0.002 -0.057
C -2.004 -0.088 -0.005 -0.344
C -1.017 -1.015 0.000 -0.009
C 0.240 -0.264 0.000 -0.305
C 1.484 -0.787 0.004 -0.431
S 3.025 0.038 -0.001 0.804
C -0.197 1.136 0.001 -0.125
N -1.486 1.240 -0.002 0.100
H -3.964 0.202 0.881 0.082
H -3.773 -1.357 -0.002 0.091
H -3.923 0.201 -0.880 0.073
H -1.089 -2.075 0.017 0.103
H 1.609 -1.848 -0.018 0.062
H 2.548 1.277 0.020 -0.146
H 0.436 2.022 0.000 0.103

=====

## ii
15
Properties=species:S:1:pos:R:3:lowdin_charge:R:1 method="wB97M-V/def2-TZVPD" smiles="C[C@@H]1SC=C[C@H]1C#N" e_lumo_ev=0.750
C -1.162 -1.685 0.523 -0.144
C -0.356 -0.488 0.592 -0.503
S -1.453 0.952 0.601 0.943
C -0.576 1.954 -0.452 -0.450
C 0.636 1.504 -0.869 -0.170
C 0.877 0.080 -0.612 -0.229
C 2.083 -0.197 0.087 -0.229
N 2.987 -0.343 0.790 0.161
H -2.027 -1.334 0.059 0.027
H -1.287 -2.174 1.566 0.132
H -0.651 -2.408 -0.068 0.075
H 0.040 -0.429 1.534 0.051
H -0.986 3.000 -0.667 0.102
H 1.131 2.110 -1.644 0.117
H 0.744 -0.542 -1.439 0.116

=====

Referenced to the most stable arrangement, the calculated values in hartree are i 0.0000; ii 0.0474.

=====

## i
15
Properties=species:S:1:pos:R:3:lowdin_charge:R:1 method="wB97M-V/def2-TZVPD" smiles=Sc1[nH]cc2c1CC2 e_lumo_ev=0.817
S 3.050 -0.539 -0.209 0.723
C 1.458 0.198 0.105 -0.665
N 1.222 1.502 -0.146 -0.011
C -0.169 1.765 -0.043 -0.051
C -0.733 0.549 0.068 -0.252
C 0.218 -0.419 0.162 -0.191
C -0.882 -1.543 -0.088 -0.095
C -1.942 -0.413 -0.176 -0.112
H 3.490 -1.045 1.059 -0.100
H 1.979 2.121 0.243 0.165
H -0.647 2.776 -0.227 0.129
H -0.788 -2.098 -1.087 0.123
H -1.083 -2.175 0.863 0.125
H -2.540 -0.074 -1.130 0.141
H -2.633 -0.605 0.606 0.071

=====

## ii
15
Properties=species:S:1:pos:R:3:lowdin_charge:R:1 method="wB97M-V/def2-TZVPD" smiles="CC1=C=NC(C)=CS1" e_lumo_ev="-0.109 / -0.232"
C -0.675 2.823 -1.103 -0.150
C -0.476 1.417 -0.684 -0.541
C 0.919 0.581 -0.838 -0.037
N 1.317 -0.465 -0.370 0.042
C 0.483 -1.265 0.420 -0.406
C 1.051 -2.291 1.371 -0.008
C -0.776 -1.171 0.113 -0.328
S -1.616 0.125 -0.898 0.930
H -1.305 3.189 -0.316 0.071
H -1.139 3.113 -2.048 0.083
H 0.216 3.362 -0.977 0.058
H 2.062 -2.270 1.074 0.069
H 0.556 -3.204 1.172 0.072
H 0.899 -2.177 2.378 0.053
H -1.517 -1.768 0.706 0.091

=====

## iii
15
Properties=species:S:1:pos:R:3:lowdin_charge:R:1 method="wB97M-V/def2-TZVPD" smiles=N#CC1C[C@H]2S[C@@H]2C1 e_lumo_ev=0.615
N 3.345 -0.195 -0.825 0.143
C 2.407 -0.029 -0.152 -0.184
C 1.172 0.134 0.675 -0.262
C 0.283 -1.150 0.647 -0.148
C -0.784 -0.639 -0.244 -0.627
S -2.484 -0.089 -0.386 0.908
C -0.992 0.658 0.358 -0.582
C 0.329 1.360 0.105 -0.108
H 1.452 0.316 1.725 0.147
H 0.791 -2.047 0.332 0.113
H -0.133 -1.313 1.664 0.127
H -0.291 -0.519 -1.198 0.105
H -1.082 0.566 1.496 0.128
H 0.590 2.297 0.585 0.109
H 0.508 1.498 -0.992 0.131

=====

Referenced to the most stable arrangement, the calculated values in hartree are i 0.0000; ii 0.0613; iii 0.0072.

=====

## i
8
Properties=species:S:1:pos:R:3:lowdin_charge:R:1 method="wB97M-V/def2-TZVPD" smiles=Oc1nn[nH]n1 e_lumo_ev=0.431
O -0.554 0.826 1.863 -0.042
C -0.107 0.269 0.625 -0.460
N -1.053 -0.199 -0.299 0.052
N -0.363 -0.326 -1.349 -0.041
N 0.983 -0.412 -1.034 -0.049
N 1.089 0.211 0.158 0.082
H -1.562 0.259 2.010 0.235
H 1.568 -0.628 -1.974 0.222

=====

## ii
8
Properties=species:S:1:pos:R:3:lowdin_charge:R:1 method="wB97M-V/def2-TZVPD" smiles="[H]/N=c1/nn[nH]o1" e_lumo_ev=-0.805
H -2.331 -0.632 -0.066 -0.043
N -2.058 0.228 0.092 0.148
C -0.738 0.361 -0.157 -0.327
N 0.136 1.443 -0.145 0.076
N 1.367 0.951 0.036 0.025
N 1.440 -0.373 -0.072 -0.021
O 0.094 -0.951 -0.157 -0.051
H 2.089 -1.028 0.469 0.193

=====

Referenced to the most stable arrangement, the calculated values in hartree are i 0.0000; ii 0.0451.

=====

## i
15
Properties=species:S:1:pos:R:3:lowdin_charge:R:1 method="wB97M-V/def2-TZVPD" e_lumo_ev=3.425 charge=-1
C 0.699 0.441 -0.331 -0.232
C -0.232 -0.044 0.747 -0.237
O -1.618 0.368 0.428 -0.150
C 2.166 0.280 0.067 -0.615
O 3.055 0.381 -0.914 -0.357
H 0.534 -0.147 -1.240 0.106
H 0.577 1.498 -0.593 0.105
H 0.045 0.324 1.736 0.107
H -0.358 -1.122 0.767 0.110
H -1.642 1.322 0.506 0.073
H 2.292 -0.717 0.594 0.083
H 2.272 1.064 0.923 0.085
H -2.419 -0.981 -1.587 0.028
H -2.646 -1.039 -0.167 -0.007
O -2.725 -1.628 -0.935 -0.096

=====

## ii
15
Properties=species:S:1:pos:R:3:lowdin_charge:R:1 method="wB97M-V/def2-TZVPD" e_lumo_ev=3.985 charge=-1
C 0.596 -0.330 0.619 -0.190
C 1.531 0.113 -0.474 -0.281
O 0.850 0.611 -1.640 -0.096
C -0.562 -1.273 0.194 -0.384
O -1.804 -0.709 0.407 -0.259
H 0.159 0.534 1.112 0.092
H 1.161 -0.859 1.401 0.098
H 2.149 0.943 -0.086 0.102
H 2.197 -0.660 -0.844 0.101
H 0.157 1.202 -1.319 0.066
H -0.409 -1.578 -0.834 0.081
H -0.496 -2.196 0.784 0.080
H -1.871 0.519 0.470 -0.043
H -1.753 1.976 -0.351 -0.064
O -1.906 1.709 0.560 -0.302

=====

Referenced to the most stable arrangement, the calculated values in hartree are i 0.0227; ii 0.0000.

=====

## i
17
Properties=species:S:1:pos:R:3:lowdin_charge:R:1 method="wB97M-V/def2-TZVPD" smiles="[NH2+]=C1C=CCC(=[NH2+])N1" e_lumo_ev=-9.812 charge=+2
N -2.184 -0.937 1.008 0.281
C -1.266 -0.242 0.360 -0.230
C -1.378 0.864 -0.490 0.028
C -0.312 1.595 -0.928 0.014
C 1.067 1.174 -0.986 0.068
C 1.089 -0.380 0.000 -0.106
N 2.234 -0.956 0.226 0.261
N -0.029 -0.818 0.575 0.168
H -3.146 -0.591 1.038 0.175
H -2.004 -1.699 1.662 0.168
H -2.435 1.140 -0.560 0.155
H -0.629 2.528 -1.550 0.194
H 1.493 0.804 -1.875 0.116
H 2.001 1.634 -0.472 0.179
H 3.131 -0.866 -0.205 0.161
H 2.415 -1.657 0.915 0.153
H -0.049 -1.594 1.282 0.214

=====

## ii
17
Properties=species:S:1:pos:R:3:lowdin_charge:R:1 method="wB97M-V/def2-TZVPD" smiles="CC(=C/C#[NH+])/N=C/[NH3+]" e_lumo_ev=-8.988 charge=+2
C 0.068 -2.374 0.091 0.013
C -0.319 -0.946 -0.006 -0.223
C -1.683 -0.543 0.050 0.033
C -2.227 0.686 -0.224 -0.057
N -2.840 1.586 -0.454 0.397
N 0.706 -0.057 0.161 0.163
C 1.135 0.952 -0.353 -0.103
N 2.238 1.558 0.352 0.251
H 0.532 -2.808 -0.710 0.071
H -0.878 -2.960 0.175 0.115
H 0.815 -2.607 0.950 0.156
H -2.425 -1.445 0.178 0.193
H -3.356 2.470 -0.588 0.199
H 0.667 1.411 -1.167 0.153
H 2.157 2.569 0.440 0.181
H 3.176 1.315 -0.210 0.266
H 2.235 1.194 1.316 0.193

=====

Referenced to the most stable arrangement, the calculated values in hartree are i 0.0000; ii 0.0567.